ORCA calculation (ωB97M-V/def2-TZVPD) on a structure of composition C38H92B2F6HgN9O20S2.

Values from the calculation:
- Largest force on an atom: 0.117 hartree/bohr
- HOMO: -6.039 eV
- Electronic energy: -5099.162582 a.u.
- Energy relative to the best compared isomer or geometry (same formula, charge and spin): 129.6 kcal per mole
- Charge: -1
- Kohn-Sham gap: 0.274 Ha

Geometry (Å):
Hg: -12.127 -15.785 0.865
O: -16.359 -16.091 -0.601
C: -16.547 -15.395 -1.525
O: -17.168 -14.253 -1.460
B: -16.982 -13.534 -2.811
O: -16.676 -14.583 -3.756
C: -16.155 -15.645 -2.999
O: -15.528 -16.590 -3.357
O: -15.970 -12.505 -2.859
C: -16.609 -11.281 -3.057
O: -16.142 -10.149 -3.039
C: -18.171 -11.629 -3.192
O: -18.249 -12.921 -3.181
O: -19.114 -10.827 -3.507
C: -9.533 -12.198 0.938
F: -8.521 -13.010 0.762
F: -9.945 -12.325 2.162
F: -9.118 -10.927 0.724
S: -10.953 -12.632 -0.267
O: -11.406 -11.394 -0.936
O: -10.417 -13.614 -1.201
N: -12.124 -13.650 0.728
S: -13.140 -12.601 1.339
O: -13.715 -13.179 2.574
O: -12.740 -11.192 1.429
C: -14.671 -12.646 0.173
F: -14.223 -13.474 -0.841
F: -15.738 -13.142 0.795
F: -14.876 -11.399 -0.420
B: -12.533 -16.666 -1.392
H: -12.047 -17.462 -1.934
H: -12.950 -17.114 -0.503
H: -11.838 -15.882 -1.135
H: -13.345 -16.233 -1.955
C: -21.073 -17.481 3.922
C: -20.832 -16.348 2.906
C: -19.814 -15.243 3.314
O: -19.935 -14.128 2.426
C: -19.019 -14.041 1.412
N: -20.602 -16.992 1.576
H: -21.687 -18.332 3.627
H: -21.465 -17.082 4.858
H: -20.119 -17.880 4.268
H: -21.815 -15.880 2.853
H: -18.807 -15.661 3.330
H: -19.907 -14.890 4.341
H: -19.340 -13.163 0.852
H: -19.203 -14.908 0.778
H: -18.013 -14.087 1.829
H: -21.498 -17.046 1.113
H: -20.248 -16.165 1.118
C: -15.001 -9.307 3.949
C: -14.490 -8.298 2.875
C: -14.811 -6.842 3.236
O: -14.617 -6.147 2.021
C: -15.711 -6.144 1.037
N: -13.032 -8.511 2.795
H: -14.588 -8.945 4.891
H: -14.592 -10.288 3.707
H: -16.060 -9.306 4.204
H: -14.951 -8.555 1.921
H: -14.123 -6.561 4.034
H: -15.803 -6.734 3.675
H: -16.661 -5.975 1.543
H: -15.699 -7.112 0.537
H: -15.418 -5.415 0.281
H: -12.907 -9.490 2.582
H: -12.703 -8.275 3.720
C: -9.492 -8.732 4.154
C: -9.495 -7.358 3.416
C: -8.793 -7.507 2.033
O: -8.573 -6.308 1.306
C: -7.971 -6.547 0.039
N: -10.806 -6.847 3.304
H: -9.851 -9.547 3.525
H: -10.006 -8.668 5.113
H: -8.546 -9.250 4.313
H: -8.913 -6.592 3.930
H: -9.310 -8.283 1.468
H: -7.814 -7.928 2.265
H: -8.564 -7.293 -0.491
H: -6.958 -6.845 0.313
H: -7.959 -5.635 -0.558
H: -10.773 -5.895 2.969
H: -11.246 -7.372 2.562
C: -10.393 -9.325 -3.512
C: -8.906 -9.054 -3.252
C: -8.353 -10.187 -2.462
O: -6.893 -10.024 -2.185
C: -6.338 -10.900 -1.218
N: -8.194 -8.929 -4.487
H: -10.946 -9.487 -2.586
H: -10.608 -10.187 -4.143
H: -10.803 -8.514 -4.114
H: -8.720 -8.119 -2.724
H: -8.643 -11.117 -2.951
H: -8.825 -10.056 -1.489
H: -5.256 -11.004 -1.305
H: -6.633 -11.932 -1.410
H: -6.607 -10.557 -0.219
H: -7.241 -9.002 -4.161
H: -8.429 -9.828 -4.882
C: -15.974 -16.731 3.104
C: -14.492 -16.483 2.703
C: -13.848 -17.822 2.416
O: -12.581 -17.779 1.746
C: -12.082 -19.055 1.425
N: -14.473 -15.785 1.462
H: -16.715 -16.934 2.330
H: -16.347 -15.798 3.525
H: -16.098 -17.476 3.890
H: -14.061 -15.899 3.516
H: -14.587 -18.440 1.907
H: -13.541 -18.232 3.378
H: -12.451 -19.856 2.065
H: -11.004 -18.933 1.521
H: -12.377 -19.400 0.433
H: -15.127 -16.315 0.904
H: -15.056 -14.973 1.606
C: -7.623 -16.585 1.547
C: -9.049 -16.384 1.729
C: -9.416 -15.335 2.746
O: -10.848 -15.430 2.918
C: -11.426 -14.654 3.944
N: -9.656 -16.148 0.426
H: -7.147 -16.547 2.527
H: -6.992 -15.974 0.903
H: -7.467 -17.626 1.263
H: -9.302 -17.410 1.993
H: -9.155 -14.298 2.538
H: -8.810 -15.417 3.648
H: -11.390 -13.590 3.713
H: -10.960 -14.830 4.913
H: -12.489 -14.859 4.073
H: -9.058 -15.489 -0.050
H: -9.223 -16.940 -0.028
C: -10.888 -13.437 -4.932
C: -11.305 -14.926 -4.963
C: -10.231 -15.785 -4.324
O: -10.666 -17.147 -4.224
C: -9.636 -17.938 -3.716
N: -12.531 -15.011 -4.179
H: -10.432 -13.183 -3.975
H: -11.618 -12.673 -5.197
H: -10.055 -13.383 -5.633
H: -11.436 -15.118 -6.029
H: -10.011 -15.310 -3.368
H: -9.242 -15.785 -4.782
H: -8.695 -17.996 -4.263
H: -10.041 -18.946 -3.808
H: -9.496 -17.628 -2.681
H: -13.096 -14.179 -4.274
H: -12.285 -14.767 -3.231
C: -16.710 -14.186 5.946
C: -15.174 -14.197 5.862
C: -14.602 -13.215 6.868
O: -14.882 -11.818 6.431
C: -14.493 -10.871 7.487
N: -14.704 -15.516 6.253
H: -16.990 -14.279 6.996
H: -17.319 -14.819 5.301
H: -16.938 -13.138 5.754
H: -14.871 -14.013 4.831
H: -13.519 -13.342 6.866
H: -15.016 -13.397 7.859
H: -15.136 -10.879 8.367
H: -14.500 -9.817 7.209
H: -13.471 -11.127 7.765
H: -13.701 -15.568 6.360
H: -15.149 -15.833 7.102

Force components x, y, z for each atom (eV/Å):
Hg -0.1776 -0.2995 -1.8365
O 0.5346 -2.2927 2.1749
C -0.5373 1.7050 -2.0743
O 0.1872 1.6982 -0.8023
B -0.7055 -1.0694 -0.1413
O 1.4254 -2.3673 1.3013
C -0.2653 0.6090 -0.7769
O -0.5765 0.4191 -0.4838
O -0.7930 2.9064 -0.0165
C 0.2442 1.0385 1.1395
O -0.6451 -3.0910 -0.2642
C -2.3205 3.3264 -2.5250
O -0.8841 0.0275 0.5693
O 3.9252 -3.0183 1.7347
C -0.5248 1.4060 -1.0473
F 0.6993 -0.4436 -0.5226
F -0.4828 0.3159 1.4024
F -0.4387 -1.0377 0.1807
S -1.2357 -0.8749 -3.5719
O 0.6523 -2.3485 2.3547
O 0.1288 0.7364 1.6083
N 2.7053 5.1495 -1.4613
S -3.3830 1.2876 3.2498
O 0.9609 0.5099 -1.5523
O 0.1186 -2.1500 -0.3545
C 2.0164 0.8506 -2.2518
F -1.4823 0.7309 1.1999
F 0.6351 0.8672 -0.8899
F -0.1992 -2.4644 1.7223
B -0.4361 -0.1925 -0.3962
H 2.1124 -2.7812 -1.8079
H -2.0996 -2.2428 3.3233
H 3.2309 3.3621 0.2731
H -2.8204 1.5620 -1.7176
C 1.3126 0.6272 1.2473
C -1.8068 -1.2712 0.7439
C -0.1822 -0.6563 -0.9164
O -1.5434 -0.3256 2.7679
C -0.1730 -0.7650 -0.9297
N 0.8066 1.6449 0.5349
H -0.0448 0.3752 -0.4928
H -0.4634 0.1726 -0.0010
H 0.2924 -0.3594 -0.3173
H 0.0110 0.6961 0.0198
H 0.3795 -0.1003 -0.5522
H -0.7696 0.0101 0.0103
H 0.8843 0.1412 -0.0660
H 0.8771 0.1317 -0.6602
H 0.3272 0.4617 -0.5159
H -0.4069 -0.4677 0.1212
H 0.5689 -0.3278 -1.0196
C 0.1610 1.0686 0.1042
C -0.5910 -1.3554 1.3751
C 0.1124 -1.7204 -1.3583
O -0.5517 1.7997 -0.2964
C 1.7214 -0.8421 1.2700
N -1.1605 0.6931 -0.6071
H 0.5468 -0.2826 0.2551
H -0.3715 -0.1079 0.2897
H -0.3202 -0.2661 -0.7249
H 0.1022 0.1371 -0.0968
H 0.3874 0.6453 -0.3603
H -0.4347 0.0370 -0.3042
H -0.0893 0.2577 -0.2525
H -0.3638 -0.1176 -0.0258
H -0.3320 0.2250 0.3303
H 0.3917 -0.1035 0.1778
H 0.5503 -0.3213 0.1050
C 0.5019 -0.0711 -0.5510
C 1.8456 -0.1826 -0.6863
C 0.8372 -0.4611 0.7883
O -1.2789 0.2998 0.4008
C -0.2313 0.0044 1.1276
N -0.9339 0.2996 -0.0607
H -1.3287 0.3181 -0.2097
H -0.1920 -0.0827 -0.2486
H 0.8459 1.0172 0.4179
H 0.2807 -0.2588 0.5159
H -0.3904 0.1239 -0.4775
H 0.4771 -0.2773 -0.0561
H 0.3731 -0.2930 -0.1925
H 0.2876 -0.4251 -0.8903
H -0.0269 0.0805 0.2867
H 0.0239 0.2003 -0.0132
H -0.8367 -0.0360 -0.0411
C -0.0141 0.5159 -0.0092
C -0.5454 0.3725 0.0730
C 1.0778 0.4317 2.3766
O -0.9092 -0.1386 -1.1544
C -0.5184 -0.2784 -0.4995
N 0.0657 -0.0966 -0.6202
H -0.0999 0.2701 -0.0629
H 0.5696 -0.4390 0.0718
H -0.1123 0.3086 0.4139
H -0.4661 0.0781 0.3785
H 0.4999 -0.4273 0.1725
H -0.2190 -0.7890 0.1964
H 0.1365 0.8600 -0.1877
H -0.6470 -0.1736 0.2795
H 0.0017 -0.2718 0.1901
H 0.6399 0.0221 -0.6324
H 0.5031 -0.2398 -1.0718
C -0.0401 0.4522 0.9889
C -1.3908 -1.1114 0.1921
C 0.7790 -0.4375 1.7409
O -1.2483 -0.5832 0.8663
C 0.4021 -0.3297 -0.3719
N -0.7046 1.0115 -0.1621
H 0.5974 -0.3792 -0.6300
H 0.1087 0.1468 0.2296
H 0.1477 -0.0890 0.0685
H 0.3903 -0.2334 -0.1407
H 0.2460 -0.2038 -0.2836
H -0.7678 -0.6082 0.2731
H 0.0746 0.2987 0.6656
H 0.0345 -0.5273 -0.2294
H 0.1579 0.5336 -0.3668
H 0.3417 -0.3104 -1.2553
H 0.4198 0.7766 -0.0651
C 3.3245 -0.8172 1.1113
C -0.4573 0.6155 -0.2263
C -0.8294 0.4550 0.5077
O 0.7810 -0.5235 0.6100
C -0.0557 0.7806 0.5379
N 0.7248 -0.6303 -0.0197
H 0.3194 0.0444 0.2100
H -0.5670 0.4534 -0.2228
H 0.2153 0.0104 -0.4316
H -1.2224 0.4008 0.9015
H -0.1029 -0.2119 -0.9974
H -0.5315 -0.9680 0.6927
H 0.2087 0.0648 0.0063
H 0.3584 -0.1344 0.0330
H 0.1639 -0.3647 -0.4381
H -0.4382 1.3497 -0.0660
H -1.1423 -0.9457 -1.0237
C 2.0162 -0.5509 -0.3781
C -0.5041 2.3042 0.2928
C -0.3742 -0.4372 -0.0070
O 0.7734 1.3670 -0.8180
C -1.1373 -0.8393 0.2521
N -0.4226 -0.3577 0.3184
H -0.3059 0.0725 0.3408
H -0.2976 -0.4755 -0.0407
H 0.2321 0.5813 -0.3440
H -0.4256 -0.7440 0.0921
H -0.3354 -0.3493 0.8197
H -0.0135 0.2416 -0.8799
H 0.2308 0.7494 -0.3313
H 0.0903 -0.1960 0.6242
H 0.4380 -0.3809 0.3245
H -0.4730 0.1736 -1.3209
H 0.5546 -1.0161 0.7950
C 0.4766 1.5450 0.3087
C -0.9976 -0.9419 0.5048
C -0.1670 2.3560 -1.5101
O 0.2124 -0.1668 1.7976
C 0.1888 -0.9353 -0.6422
N 0.0931 -0.7660 -0.4411
H -0.1592 -0.5432 0.1164
H 0.4830 -0.1523 0.0410
H -0.4652 0.0398 -0.3494
H 0.2480 0.3670 0.0585
H 0.2249 0.0425 0.2861
H -0.0414 -0.0151 0.1292
H -0.2061 -0.6533 0.0855
H -0.0824 -0.2883 -0.9464
H 0.1049 0.1211 0.3037
H 0.0969 0.0335 0.0968
H 0.0326 -0.0004 0.0962

Here are the Mulliken charges for atoms 1 to 8, given in e:
1. Hg 3.8385
2. O -0.6277
3. C 0.5069
4. O 0.0495
5. B 0.7269
6. O -0.5571
7. C 0.1751
8. O -0.5532